No. 1
Here is a structure of composition C14H36MnN2O4 in a non-equilibrium geometry from the OMol25 dataset. Energies are from ωB97M-V with the def2-TZVPD basis set.

```
57
Properties=species:S:1:pos:R:3:forces:R:3
Mn 0.18996 0.38003 0.36366 0.127 -0.194 -0.166
O -0.74297 1.30807 1.88447 0.277 -0.638 -1.141
O 1.11925 1.06426 -1.28928 0.347 -0.790 0.060
O 1.31657 -2.16992 -0.38986 1.249 -0.186 0.765
O -1.58851 -1.89739 1.62275 1.363 -0.326 0.340
N -1.68237 -0.38977 -0.86463 0.856 0.571 -0.178
N 2.45642 -0.09181 1.32827 -0.434 -2.862 -0.459
C 0.72310 -3.34719 -0.91254 0.822 -0.038 -0.115
C -4.16727 -0.24738 -0.52521 1.048 -0.666 -1.099
C -2.66831 -1.84851 0.78347 -1.999 -2.058 -0.267
C 2.64107 -2.26345 0.22983 -0.711 -0.119 -0.817
C -1.86810 -1.78417 3.01037 0.627 0.814 -0.438
C -2.79683 -0.56523 0.06639 -0.281 1.796 0.033
C 0.15458 0.15266 -3.30731 0.444 -0.195 -1.287
C 1.37527 0.75963 -2.64553 -0.706 0.613 0.860
C -1.73935 3.16946 2.86518 -0.746 0.607 0.257
C 4.67333 -0.77780 0.48119 0.726 0.559 0.654
C 3.17933 -0.86306 0.27978 -0.581 0.693 -0.178
C 1.64821 2.07773 -3.32755 2.208 -0.105 -1.063
C -0.66385 2.69208 1.95164 1.730 0.347 -0.292
C -0.67824 3.41030 0.56971 -0.190 -0.678 0.532
H 1.42348 -3.98111 -1.49546 -0.023 0.359 0.419
H -2.72314 2.88902 2.48884 -0.129 0.237 -0.410
H -4.10815 0.57968 -1.26581 -0.072 -0.489 0.582
H 0.01624 -2.96798 -1.62539 -0.662 -0.062 -0.287
H 0.93558 2.77589 -3.00654 -1.143 1.004 0.484
H -0.30922 4.42987 0.61155 0.066 0.217 0.220
H 2.64645 2.49298 -3.07932 -0.463 -0.274 0.121
H -3.56506 -2.13740 1.37008 -0.065 0.668 -0.319
H -2.47695 -0.90968 3.21527 -0.354 0.203 -0.054
H 2.87423 -0.41973 -0.65898 0.158 0.307 -0.323
H 0.23188 -3.96405 -0.15901 -0.022 0.088 0.148
H -1.76783 0.43937 -1.45557 -0.174 0.037 0.530
H -4.75071 0.02829 0.30483 -1.260 0.457 0.780
H 3.33217 -2.85871 -0.38653 -0.392 -0.134 0.013
H 4.96835 0.28375 0.71529 -0.321 -1.060 0.135
H 2.84539 -0.50977 2.17616 -0.561 0.834 0.324
H 2.21865 0.04028 -2.82384 -0.303 0.388 0.414
H 2.61172 -2.68035 1.23934 -0.294 -0.286 0.043
H -2.34775 -2.67329 3.43040 0.287 -0.088 -0.071
H -4.58933 -1.13189 -1.00607 -0.185 0.075 -0.153
H 0.33771 2.97593 2.37903 -0.488 -0.071 0.121
H -1.71419 3.44810 0.26116 -0.350 -0.030 -0.544
H -1.69729 2.65653 3.79953 0.393 -0.471 0.809
H -1.49617 -1.10590 -1.56199 -0.461 -0.464 0.553
H -0.09603 -0.77827 -2.82511 -0.060 -0.486 -0.151
H 1.62779 2.04298 -4.42673 -0.084 -0.221 0.150
H -2.64563 -2.65986 0.04062 0.509 -0.168 -0.046
H -1.70665 4.23409 3.09903 -0.050 0.148 -0.250
H 5.23550 -0.98922 -0.41462 0.078 -0.420 -0.421
H -2.66636 0.15768 0.88334 0.406 0.348 -0.379
H 2.73016 0.83592 1.21643 0.657 1.974 0.270
H 0.38232 0.02115 -4.38532 -0.064 -0.506 0.491
H -0.06163 2.87653 -0.16926 -0.203 0.096 0.127
H -0.71381 0.79682 -3.34475 -0.217 0.461 0.489
H -0.88550 -1.52748 3.40588 -0.173 -0.485 0.574
H 5.02249 -1.47868 1.27872 -0.158 0.669 -0.391
```
Forces are in eV/Å.

Output
- lowest unoccupied orbital energy (spin up / spin down) (eV) = 0.648 / 0.639
- energy above the lowest of the compared OMol25 structures with the same formula, charge and spin (eV) = 0.921
- molecular weight (g/mol) = 351.390
- orbital gap (spin up / spin down) (eV) = 8.204 / 8.602
- multiplicity = 6
- F_max (eV Å⁻¹) = 2.9
- HOMO (spin up / spin down) (eV) = -7.6 / -8.0

These are the natural (NBO) partial charges, in e, on atoms 1 to 6: Mn 1.604; O -1.019; O -1.038; O -0.580; O -0.554; N -0.902

***

No. 2
Here is a cluster of 8 separate species, C14H36N2O16 in total in a non-equilibrium geometry from the OMol25 dataset. Energies are from ωB97M-V with the def2-TZVPD basis set.

```
68
Properties=species:S:1:pos:R:3:forces:R:3
O -8.72401 1.98595 -1.25483 1.261 -0.707 0.604
O 9.58060 2.55977 1.59703 1.878 1.708 1.225
O -6.81292 2.39535 -0.17488 1.796 1.764 2.018
O 11.29649 3.79297 1.30638 -0.207 -0.097 0.950
O 3.79870 -5.50928 -5.85643 1.025 1.674 0.812
O 10.17087 3.13398 -0.57150 0.368 0.001 3.272
O -5.35795 -11.37094 -0.70945 0.505 -0.328 -0.659
O 4.83770 5.08738 -2.64772 0.410 -0.458 1.091
O -7.13472 0.42449 -0.82402 0.424 -2.082 -0.656
O -0.78092 -1.44829 -0.89517 2.001 1.545 2.036
O -6.87223 -10.27969 0.50475 -2.510 0.231 1.257
O 5.83579 -4.99834 -5.32867 -1.219 0.946 0.208
O -5.02873 -9.24931 0.10213 -1.056 -0.804 0.327
O -0.75477 10.02419 1.37168 0.606 0.981 -1.180
O 1.11363 -1.44318 0.23132 -2.269 1.852 -0.368
O -3.60499 1.50676 7.02979 0.407 -0.819 -0.706
N 4.63866 -4.71089 -5.38863 0.362 -4.231 -0.833
N 0.04254 -0.89497 -0.10488 -0.529 -2.842 -1.968
C -5.73124 -10.40377 -0.11973 0.892 0.145 0.242
C -7.80283 -0.49564 -1.72253 -0.705 -0.273 0.347
C 4.18930 -3.42054 -4.96485 -0.514 1.464 -0.447
C -7.65126 1.62104 -0.77227 -2.924 1.278 -1.670
C -3.79286 -9.02592 -0.53857 0.451 0.256 -0.778
C 10.34416 3.16469 0.66523 -1.202 -0.699 -2.993
C 12.18599 4.67168 0.64668 0.677 -0.187 0.520
C -7.96052 -11.28460 0.59141 0.616 0.126 -0.834
C 8.66170 1.59771 1.27633 -1.044 -1.072 -1.857
C 4.65458 6.32768 -3.25789 -0.694 0.115 -1.167
C -0.33906 0.45060 0.39913 -0.021 0.300 1.147
C -2.85035 0.30174 7.29571 -0.073 0.594 1.249
C -0.64927 8.71339 1.87503 -0.096 0.863 0.632
C -7.08580 3.81632 -0.00445 -0.028 -0.343 -1.432
H 13.02512 4.09462 0.25812 -0.369 -0.005 -0.888
H 4.77076 6.12153 -4.32189 -0.009 0.757 -0.372
H -3.51383 2.04703 7.81807 -0.055 0.021 -0.055
H 0.32682 8.67579 2.35870 -0.178 -0.130 0.446
H -3.45322 -0.35307 7.92492 0.007 -0.197 -0.005
H 3.10107 -3.38884 -4.91143 0.244 -0.279 0.212
H -2.48255 -0.29130 6.45839 -0.497 0.667 -0.536
H -3.10800 -9.87309 -0.57529 -0.302 -0.211 0.277
H 9.14286 0.94128 0.55128 -0.447 -0.307 -0.167
H 3.62362 6.64177 -3.09480 0.046 -0.017 0.091
H -1.64518 10.38129 1.40701 0.014 -0.419 0.027
H -1.36437 0.75044 0.18247 0.264 -0.492 -0.863
H -8.92757 -10.78293 0.55627 0.415 0.605 0.110
H 4.68872 -3.06884 -4.06208 0.041 -0.240 -0.260
H -7.98443 -11.96220 -0.26205 0.581 0.021 0.007
H 7.78788 2.07110 0.82863 -0.130 -0.186 -0.177
H -0.35942 0.39334 1.48744 0.602 -0.118 0.033
H -0.60749 7.92456 1.12396 -0.638 0.060 -0.210
H -7.37803 -1.49931 -1.70553 0.850 0.458 0.328
H -7.94012 -11.86354 1.51473 0.581 0.229 -0.009
H 5.75445 4.84670 -2.80017 0.029 -0.255 0.133
H -6.85033 4.26625 -0.96893 -0.325 0.115 -0.137
H -1.97352 0.60049 7.87020 0.215 -0.265 0.049
H -8.81413 -0.67940 -1.35977 -0.184 0.502 -0.270
H 11.64386 5.32266 -0.03919 0.420 -0.130 -0.112
H -7.79162 -0.12451 -2.74734 -0.120 0.139 0.197
H 5.31162 7.14093 -2.94963 0.222 -0.150 0.231
H -6.36628 4.28115 0.66958 -0.254 -0.725 0.438
H 8.32076 0.99974 2.12148 0.484 0.430 0.319
H -8.13540 4.00489 0.22115 0.215 -0.126 0.235
H 12.67569 5.19083 1.47056 -0.438 0.549 -0.098
H -1.48254 8.69323 2.57742 0.294 -1.354 0.285
H 0.39465 1.18959 0.07718 -0.047 -0.243 -0.026
H -3.31486 -8.19044 -0.02713 -0.122 -0.179 0.180
H -3.96583 -8.69802 -1.56359 -0.052 -0.091 -0.122
H 4.47453 -2.84408 -5.84487 0.055 0.665 0.315
```
Forces are in eV/Å.

Output
- lowest unoccupied orbital energy (eV) = -0.271
- energy above the lowest of the compared OMol25 structures with the same formula, charge and spin (eV) = 2.508
- molecular weight (g/mol) = 488.440
- orbital gap (eV) = 10.163
- multiplicity = 1
- F_max (eV Å⁻¹) = 4.3
- HOMO (eV) = -10.4
- structure (SMILES) = C[N+](=O)[O-].C[N+](=O)[O-].COC(=O)OC.COC(=O)OC.COC(=O)OC.CO.CO.CO

These are the natural (NBO) partial charges, in e, on atoms 1 to 6: O -0.671; O -0.501; O -0.494; O -0.490; O -0.382; O -0.657

***

No. 3
Here is a cluster of 3 separate species, C14H36N3O4 in total in a non-equilibrium geometry from the OMol25 dataset. Energies are from ωB97M-V with the def2-TZVPD basis set.

```
57
Properties=species:S:1:pos:R:3:forces:R:3
O -4.63736 -1.56252 -0.29193 3.166 1.101 -0.251
O 4.56246 3.12061 1.62702 0.195 -0.320 -0.646
O 1.40672 -0.04899 3.10562 -0.291 -0.232 0.389
O -2.41879 -1.20252 0.82447 -7.454 2.047 -3.908
N -3.09575 -1.35392 -6.25970 0.470 -0.104 0.120
N 3.34410 -2.08964 3.71009 -0.073 0.412 0.079
N 3.15805 4.78508 -0.25454 0.313 -0.028 0.159
C -4.49805 -1.64815 -4.03187 1.060 1.547 0.914
C 0.44628 -0.40970 2.12510 0.238 0.209 -0.064
C 1.19379 -3.22861 3.53606 -0.127 -0.317 0.074
C -3.53385 -1.48221 -2.67521 -0.626 -1.039 -0.934
C 4.82816 2.99617 0.22673 0.075 0.361 0.152
C -3.81905 -0.61364 -5.15512 -1.579 1.531 1.952
C -4.20903 -2.34962 -1.45858 -0.225 -1.052 -1.241
C 1.99466 -2.17124 4.29114 -0.048 0.151 -0.435
C 2.51465 2.48919 -0.77056 -0.190 -0.180 -0.230
C 3.79482 2.05989 2.17439 -0.060 0.305 0.299
C 1.30905 -0.78648 4.32769 0.346 0.103 0.099
C -3.54684 -0.74972 0.26939 5.113 -0.403 2.431
C -3.76478 0.90620 0.18374 -1.531 -1.304 -0.463
C 3.67554 3.47633 -0.68424 -0.130 -0.010 0.450
H 1.88628 2.49619 0.12408 0.159 0.042 -0.029
H 4.03256 1.98474 3.23969 0.036 0.046 -0.160
H 2.94610 4.71426 0.74487 -0.009 -0.004 -0.306
H -0.51408 -0.68828 2.56817 0.099 -0.064 -0.025
H 4.01872 1.09928 1.70186 -0.050 0.030 -0.073
H -4.26037 1.10215 -0.88420 1.194 -0.247 2.347
H 3.91945 5.46453 -0.29119 -0.212 -0.084 -0.088
H -3.48626 -3.24279 -1.21296 -1.395 1.920 -0.007
H -5.20204 -2.83428 -1.90997 2.048 1.128 1.336
H 5.13873 1.97403 -0.02056 -0.140 -0.089 0.052
H 1.82373 -0.17631 5.07978 0.002 -0.010 -0.183
H 5.69715 3.63737 0.03553 -0.136 -0.012 0.115
H 3.90528 -1.45272 4.27767 -0.024 -0.235 -0.060
H -3.00830 -2.37065 -5.99066 0.000 1.202 -0.567
H -4.65225 0.09134 -5.62711 1.942 -1.645 0.863
H 1.25193 -3.10810 2.45100 0.029 0.089 0.126
H 2.73107 2.28789 2.09252 -0.069 -0.273 -0.009
H -2.50440 -1.99556 -2.94222 -1.823 1.473 0.691
H 1.57488 -4.23053 3.76519 -0.001 0.219 -0.040
H 4.08166 3.58489 -1.69745 0.082 0.039 0.145
H -3.64282 -1.25902 -7.14594 0.905 -0.299 0.666
H 0.26483 -0.86185 4.65371 -0.057 -0.078 -0.152
H 0.13808 -3.20188 3.82625 0.094 0.012 -0.052
H -3.01692 0.09403 -4.63068 -1.855 -1.657 -1.119
H 0.83159 -1.22092 1.50565 -0.219 -0.146 -0.051
H -4.51079 -2.76059 -4.39503 -0.217 2.128 0.586
H -2.12991 -0.92725 -6.33461 -1.306 -0.835 -0.435
H -2.77045 1.50578 0.34095 -2.042 -1.512 -0.205
H -4.61299 1.17935 0.97395 2.017 -0.501 -1.629
H 2.08881 -2.51813 5.32754 0.019 0.169 -0.069
H -3.46217 -0.32956 -2.48746 0.094 -2.341 -0.071
H 1.86464 2.73888 -1.61715 0.116 0.052 0.134
H -5.55330 -1.23233 -3.70325 2.053 -1.133 -1.084
H 2.87928 1.46785 -0.92342 -0.026 0.076 0.054
H 0.28816 0.45400 1.47237 0.037 -0.006 0.134
H 3.25936 -1.60233 2.81338 0.011 -0.232 0.216
```
Forces are in eV/Å.

Output
- lowest unoccupied orbital energy (eV) = -4.054
- energy above the lowest of the compared OMol25 structures with the same formula, charge and spin (eV) = 2.014
- molecular weight (g/mol) = 310.459
- orbital gap (eV) = 6.458
- multiplicity = 1
- charge = +1
- F_max (eV Å⁻¹) = 8.7
- HOMO (eV) = -10.5

These are the natural (NBO) partial charges, in e, on atoms 1 to 6: O -0.546; O -0.550; O -0.559; O -0.558; N -0.708; N -0.821

***

No. 4
Here is a cluster of 7 separate species, C14H37F4N6O13S4 in total in a non-equilibrium geometry from the OMol25 dataset. Energies are from ωB97M-V with the def2-TZVPD basis set.

```
78
Properties=species:S:1:pos:R:3:forces:R:3
S -21.88899 -8.40661 19.51011 -1.410 -6.430 3.636
S -16.99565 -5.12477 16.32257 -4.115 5.785 6.801
S -15.84305 -6.89027 15.43644 5.478 -7.765 -5.161
S -21.18967 -7.43298 17.57545 3.009 3.057 -6.758
F -21.74455 -9.89635 20.22371 -0.024 1.248 -1.054
F -19.90445 -7.50535 16.58643 -0.086 0.363 -0.198
F -15.07477 -7.16395 14.00533 -2.137 1.030 0.326
F -18.22154 -4.12939 16.02101 0.895 -0.130 0.278
O -17.55176 -5.96659 17.35351 1.041 0.342 -1.338
O -20.26589 1.81280 21.63487 -1.095 -0.374 -2.348
O -15.86838 -4.30651 16.68060 -0.927 -0.325 -0.741
O -21.50498 -1.80690 18.85051 -0.773 0.634 1.304
O -18.53335 0.41822 13.79907 -5.017 -0.441 -2.497
O -21.35760 -7.62389 20.57447 -0.631 1.513 0.225
O -23.32669 -8.45780 19.17233 3.179 1.324 0.174
O -22.25410 -7.58099 16.57703 1.110 0.989 2.588
O -14.61141 -6.66429 16.10864 -1.267 1.930 1.802
O -16.44445 -8.18375 15.64253 -1.169 2.455 0.177
O -20.86509 -6.14651 18.24955 -1.871 -1.163 -0.952
O -24.83508 -4.77693 18.44374 1.186 4.312 2.666
O -17.14534 -2.40707 18.98440 -2.817 -0.413 3.509
N -16.91261 -5.65912 14.91941 2.153 -3.280 -2.043
N -21.86084 0.58655 20.35774 -1.021 1.222 0.812
N -20.70937 -8.66102 18.35925 -3.307 -0.211 2.394
N -20.51769 1.06106 12.52188 1.325 -2.159 -0.796
N -24.53583 -2.49006 19.36647 -2.480 -0.759 0.347
N -19.13321 -3.00122 20.18479 1.732 0.539 0.620
C -23.00069 1.32505 19.62511 1.334 -0.722 0.310
C -17.65713 -2.70601 20.07607 3.311 -1.129 -3.380
C -20.50646 1.33873 20.55594 2.105 -1.744 2.060
C -16.75837 -3.07553 21.26703 0.033 1.579 -0.540
C -23.73044 -4.61653 20.59061 0.547 0.784 -0.566
C -20.52649 -0.95907 14.08966 1.154 0.597 -0.541
C -25.88619 -2.02068 18.70115 2.160 -0.016 0.087
C -19.46480 0.95054 19.46270 -1.675 1.885 -0.734
C -21.15083 -2.10190 17.54653 -1.260 -0.925 -0.694
C -19.63213 1.51620 11.40490 -0.561 2.693 0.676
C -19.70170 0.15133 13.45529 3.441 0.290 3.692
C -19.46527 -4.45049 20.17098 0.333 -0.980 0.499
C -22.11078 -3.08121 16.74996 0.801 0.179 1.071
C -24.40076 -4.04140 19.33305 -0.623 -4.908 -1.262
H -22.65264 1.26260 18.59406 -0.497 0.698 -0.031
H -15.79811 -2.65686 20.96582 0.127 -0.404 -0.162
H -21.68186 -3.23702 15.76008 -0.011 -0.273 -0.017
H -22.18700 -4.03199 17.27748 0.347 -0.235 -0.176
H -23.14792 -2.77808 16.60657 -0.043 0.692 0.073
H -20.16264 -2.56175 17.55702 0.373 -0.283 -0.487
H -16.63100 -4.13739 21.47759 -0.423 0.054 -0.082
H -24.57763 -2.19359 20.33107 -0.329 -0.525 0.767
H -19.89919 -1.33009 14.90017 -0.254 -0.120 -0.029
H -22.87356 -3.98062 20.81303 -0.118 0.361 0.463
H -19.31210 -2.69858 21.13162 -0.749 0.335 0.297
H -19.08636 1.91020 19.11067 0.447 0.127 0.216
H -21.64687 -0.30786 19.94019 0.419 -1.451 -2.232
H -19.07523 0.71662 10.91641 -0.410 0.088 0.157
H -20.54260 -4.56175 20.29388 0.217 -0.055 -0.293
H -23.10090 2.30212 20.09776 0.189 0.068 -0.495
H -23.95405 0.80850 19.73641 0.308 -0.263 0.084
H -26.09195 -0.99764 19.01603 0.146 -0.097 -0.011
H -22.20954 0.24175 21.24071 0.035 0.778 1.045
H -16.96726 -2.47448 22.15202 -0.551 -0.404 0.302
H -23.27516 -5.60120 20.48455 -0.421 -0.185 -0.778
H -23.64545 -2.07538 19.13119 1.352 0.398 -1.580
H -19.08078 -4.98399 19.30172 -0.323 0.383 -0.200
H -19.66392 -2.44158 19.53266 -1.113 0.448 -0.718
H -24.41768 -4.70743 21.43176 -0.144 0.414 -0.006
H -19.99828 0.59614 18.58072 0.077 -0.599 0.161
H -21.20952 0.47586 12.07577 -0.522 -0.572 0.028
H -26.66337 -2.68925 19.07143 0.185 -0.049 -0.458
H -20.32508 2.12604 10.82524 0.365 -0.489 -0.925
H -20.66369 -1.75553 13.35827 -0.340 -0.096 0.026
H -18.94920 -4.84312 21.04711 -0.240 -0.284 -0.001
H -19.01163 2.27894 11.87534 0.650 -0.434 -0.267
H -18.60392 0.32855 19.70784 -0.429 -0.020 0.596
H -25.62459 -2.05884 17.64369 -0.848 -0.197 0.038
H -21.09104 -1.22976 16.89545 0.239 0.740 -0.015
H -21.46739 -0.56069 14.46925 -0.115 -0.172 -0.132
H -21.07120 1.76396 12.99056 0.337 0.748 0.388
```
Forces are in eV/Å.

Output
- lowest unoccupied orbital energy (spin up / spin down) (eV) = -6.304 / -9.079
- molecular weight (g/mol) = 701.739
- orbital gap (spin up / spin down) (eV) = 6.250 / 3.475
- multiplicity = 2
- charge = +2
- F_max (eV Å⁻¹) = 10.8
- HOMO (spin up / spin down) (eV) = -12.6 / -12.6

These are the Löwdin partial charges, in e, on atoms 1 to 6: S 0.554; S 0.417; S 0.609; S 0.466; F -0.224; F -0.236